This record from OMol25 describes C17H31F5P2Zn as an isolated structure. The level of theory is ωB97M-V/def2-TZVPD.

```
56
Properties=species:S:1:pos:R:3:forces:R:3
C -0.804 2.677 -0.694 -0.30 0.60 0.06
F 1.234 -0.141 5.448 0.12 0.15 0.39
P -0.393 -1.117 -1.091 0.01 -0.46 -2.23
H 2.710 -2.474 0.530 -0.06 -0.33 0.06
H -2.672 -2.003 -0.829 0.24 -0.04 0.14
C -1.113 -2.524 3.049 -0.45 0.43 -0.60
H -1.809 3.438 -3.136 0.23 -0.38 -0.39
C -1.475 2.589 -3.764 -0.67 -0.02 -0.55
H 0.407 3.547 -3.933 0.23 -0.54 0.11
C 2.804 0.507 0.675 -0.36 -0.14 0.17
H -0.682 2.710 0.405 0.41 0.04 -0.48
H 1.581 1.204 -2.851 0.05 0.89 0.21
C -0.145 -1.443 -2.945 -0.28 0.34 -0.59
H -2.868 -0.013 -1.896 0.15 0.81 0.03
H 1.909 -1.547 -1.579 -0.09 0.05 0.29
H 3.762 -0.037 0.598 -0.29 0.45 -0.09
C -0.870 0.765 4.941 0.64 -0.13 0.56
F 1.231 1.628 4.150 -0.01 0.55 0.14
H 0.523 -0.728 -3.432 -0.10 0.06 0.13
C 0.062 2.505 -3.788 -0.30 -0.81 -0.71
H 0.308 -2.439 -3.067 -0.08 0.27 0.18
H -0.518 -3.218 3.651 0.13 0.20 -0.16
H 3.741 -0.823 2.514 0.22 -0.62 0.65
F -0.983 1.755 5.851 -0.30 -0.36 -0.19
P 1.680 -0.622 1.592 2.27 -0.49 -2.05
C 1.664 -2.143 0.531 0.90 -0.34 -0.22
H -1.052 3.724 -0.943 0.07 -0.35 -0.19
H 2.739 -2.266 3.058 0.16 0.57 0.05
C -2.100 1.792 -0.837 0.07 -0.21 0.61
H 2.897 1.430 1.269 0.17 -0.30 -0.29
H 0.450 1.898 -4.622 -0.63 0.48 -0.37
C -1.680 -2.439 -1.003 -0.21 -0.33 0.39
C 1.186 -2.031 -0.909 0.15 -0.28 0.84
C 2.794 -1.169 2.949 0.07 0.34 -0.26
C 0.735 1.873 -2.620 0.23 0.92 0.51
H -1.443 -3.030 2.123 -0.05 0.01 0.57
H 1.042 -2.935 0.973 0.32 0.39 0.48
H -1.457 -3.122 -0.183 -0.18 -0.06 0.03
F -1.332 -0.399 5.495 -0.06 1.23 -0.40
H -2.943 2.441 -0.557 0.06 -0.02 -0.32
Zn -0.156 -0.825 2.580 -1.93 0.17 3.15
C 0.545 0.480 4.435 -1.81 -1.43 -1.67
H -1.984 -2.235 3.661 0.21 -0.23 -0.35
H 2.396 0.745 -0.315 0.30 -0.24 0.37
H -1.061 -1.502 -3.538 -0.11 0.41 0.26
H -2.410 0.639 -4.203 -0.08 0.32 0.98
H 1.019 -3.040 -1.307 0.24 0.09 0.13
H 2.609 -0.645 3.904 0.08 -0.43 -0.62
C -2.201 1.325 -3.350 0.68 -0.29 0.48
H -2.104 1.046 -0.028 0.28 0.29 -0.10
H -1.747 -3.001 -1.941 0.17 -0.01 0.26
C -2.414 0.986 -2.062 -0.17 -0.28 -1.66
C 0.495 2.225 -1.358 0.44 -0.72 1.30
H -1.777 2.773 -4.813 0.01 0.38 0.55
H 1.364 2.111 -0.674 -1.17 -0.36 -0.24
F -1.693 1.098 3.890 0.39 -0.23 0.63
```
Positions in Å, forces in eV/Å.

Output
- molar mass (g/mol) = 457.763
- LUMO level (eV) = 0.393
- E_HOMO (Ha) = -0.2879
- ΔE to the lowest compared entry with this formula, charge and spin (kJ/mol) = 43.5
- HOMO-LUMO gap (eV) = 8.226